Arrangement one

Computed, not measured: a single C3H8N2OS molecule, with the ωB97M-V functional and the def2-TZVPD basis.

Cartesian coordinates (Å):
N (0.413, -0.616, 2.403)
C (1.001, -0.466, 1.180)
O (1.943, -1.119, 0.801)
C (0.311, 0.539, 0.235)
N (-0.914, 1.010, 0.825)
C (0.180, -0.227, -1.107)
S (-1.185, 0.435, -2.154)
H (0.134, 0.182, 2.952)
H (0.722, -1.422, 2.927)
H (1.001, 1.374, 0.134)
H (-1.598, 0.423, 1.266)
H (-1.377, 1.691, 0.244)
H (1.058, -0.083, -1.714)
H (-0.072, -1.262, -0.945)
H (-1.686, -0.738, -2.554)

As for the orbital gap: 9.88 eV. The LUMO energy is 0.02956 Eh. Its spin multiplicity is 1. The SMILES is NC(=O)[C@H](N)CS.

***

Arrangement two

Computed, not measured: a molecular structure, C3H8N2OS, with the ωB97M-V functional and the def2-TZVPD basis.

Cartesian coordinates (Å):
C (-0.466, -1.404, -0.096)
C (-1.364, -0.189, -0.317)
C (0.244, -0.504, 0.992)
N (-0.795, 0.498, 0.875)
N (1.713, 1.419, -0.451)
O (2.365, -1.070, -0.600)
S (2.017, -0.089, 0.458)
H (-0.859, -2.337, 0.443)
H (0.300, -1.488, -0.749)
H (-1.016, 0.339, -1.192)
H (-2.446, -0.349, -0.313)
H (0.509, -0.836, 2.303)
H (-0.551, 1.450, 0.880)
H (1.617, 2.080, 0.245)
H (2.539, 1.628, -0.937)

As for the orbital gap: 9.14 eV. The LUMO energy is 0.01902 Eh. Its spin multiplicity is 1.

***

Arrangement three

Computed, not measured: a single C3H8N2OS molecule, with the ωB97M-V functional and the def2-TZVPD basis.

Cartesian coordinates (Å):
C (-1.882, -1.384, 0.375)
O (-0.919, -1.187, -0.616)
C (0.055, -0.365, -0.481)
N (0.021, 0.922, -0.144)
N (-1.070, 1.652, -0.068)
S (1.736, -1.136, -0.261)
C (2.602, 0.293, 0.170)
H (-1.373, -2.224, 1.060)
H (-2.775, -1.973, -0.108)
H (-2.196, -0.279, 0.646)
H (-0.798, 2.520, -0.883)
H (-1.738, 1.037, -0.527)
H (3.604, 0.041, 0.617)
H (2.206, 1.145, 0.983)
H (2.527, 0.939, -0.764)

As for the orbital gap: 8.84 eV. The LUMO energy is 0.02852 Eh. Its spin multiplicity is 1. The SMILES is CO/C(=N\N)SC.

***

Most stable of them? arrangement one.